C23H27N6O8V as an isolated structure at a distorted geometry. Source: the OMol25 dataset; level of theory: ωB97M-V/def2-TZVPD.

Structure (XYZ):
```
65
Properties=species:S:1:pos:R:3:forces:R:3:lowdin_charge:R:1
O 0.516047 -1.398679 0.411665 -0.4004 0.1357 -0.0671 -0.293
V -0.504643 -1.154849 -0.724485 -1.1630 1.1757 -0.7308 0.987
C -1.130923 2.563531 -2.679665 0.2642 1.9019 -0.0562 -0.063
C -0.411553 2.433521 -1.355145 0.4663 -3.2429 0.3540 -0.594
C -1.086603 3.186061 -0.264765 -0.9685 1.8326 0.1798 -0.074
O -0.301153 1.063811 -1.024115 0.1832 -2.1559 0.3066 -0.352
H -1.272213 3.639991 -2.776505 -0.5496 0.3909 -0.2255 0.059
H -2.115233 2.095431 -2.689685 0.2772 -0.2889 -0.1234 0.078
H -0.507413 2.386411 -3.556005 -0.1015 -0.9244 0.1216 0.070
H 0.611417 2.803731 -1.422655 0.3554 0.5050 -0.3850 0.114
H -0.569793 3.403731 0.669905 0.3783 -0.8450 0.0273 0.069
H -2.097543 2.841051 -0.047805 0.0823 -0.3105 0.0529 0.065
H -1.215193 4.192701 -0.662565 -0.2653 0.4426 -0.0692 0.064
N -2.901633 -2.049659 -3.013035 -0.9762 -1.7024 0.9047 -0.572
O -3.829413 -2.403709 -2.280845 -0.1881 0.4849 -0.4105 -0.004
O -1.923573 -1.468659 -2.438025 1.3993 1.0076 -0.3823 -0.174
O -2.881333 -2.333189 -4.214065 0.5225 0.7819 0.2866 -0.009
N -1.815863 -4.304839 -0.595125 -0.0405 -3.2430 -0.4353 -0.628
O -1.057103 -5.158559 -1.068035 0.7771 -0.5349 -0.9690 -0.038
O -1.316863 -3.265299 -0.199935 1.4414 4.3308 1.0029 -0.118
O -2.978763 -4.570349 -0.401295 -1.4873 0.2777 0.2934 0.017
N 1.090037 -1.720949 -2.333655 0.5050 -0.0587 -1.5459 0.025
C 1.484697 -3.021859 -2.459305 1.0130 1.0721 -1.0702 -0.065
C 2.400567 -3.432449 -3.467165 -0.7900 1.6300 0.2260 -0.029
C 2.922377 -2.461349 -4.374495 -0.3457 -0.9665 1.5771 -0.075
C 2.529147 -1.131679 -4.271135 -0.6963 -1.1813 1.3884 -0.056
C 1.579807 -0.826819 -3.259435 -0.0043 -0.7753 0.0957 -0.086
H 1.114347 -3.739369 -1.742065 -0.3131 0.0419 0.1214 0.104
H 2.649247 -4.483319 -3.481745 0.2099 0.0499 -0.2355 0.095
H 3.712337 -2.726439 -5.061585 -0.1054 -0.1954 -0.2228 0.094
H 3.036657 -0.432689 -4.919385 -0.5339 0.4754 0.1172 0.096
H 1.161447 0.167221 -3.202325 -0.0223 0.1305 0.3254 0.096
N -0.375703 0.367501 2.809125 1.3859 -0.3273 -3.9944 0.090
C -0.870463 0.255081 3.959195 0.3577 0.3236 3.9356 -0.179
C -0.389823 1.042871 5.021155 -0.8752 0.1503 0.9898 -0.062
C 0.535947 2.052931 4.811005 0.0928 -1.4399 0.0223 -0.087
C 1.174557 1.997081 3.591555 -0.8766 1.4519 -0.8912 -0.078
C 0.661237 1.175721 2.599665 0.1268 0.2630 0.0250 -0.103
H -1.569363 -0.545219 4.152765 -0.4047 0.1073 0.0373 0.092
H -0.814103 0.873371 5.999765 -0.1490 0.1564 0.1781 0.090
H 0.869087 2.776961 5.539835 -0.2598 -0.1131 0.3124 0.100
H 1.764317 2.864441 3.334135 0.8005 -0.3783 -0.2533 0.098
H 1.071457 1.207141 1.601095 -0.0975 -0.1188 -0.2109 0.088
N 3.291057 -0.599349 0.227025 0.1587 1.7577 0.1750 0.086
C 3.036787 0.673811 -0.218655 0.0127 -2.7073 -0.4878 -0.132
C 3.599117 1.805471 0.319975 0.5954 0.0545 0.4866 -0.079
C 4.356557 1.640531 1.471255 0.3353 -0.0690 -0.4126 -0.093
C 4.556317 0.365831 1.994025 1.0144 2.2024 0.4177 -0.094
C 4.061737 -0.689579 1.312525 -1.6525 -1.3396 -0.1311 -0.173
H 2.361527 0.593971 -1.057725 -0.0872 0.8678 -0.1989 0.076
H 3.600277 2.780531 -0.144405 -0.6085 0.0104 -0.1135 0.101
H 4.860887 2.511971 1.861965 0.0044 -0.0012 0.3722 0.097
H 5.202137 0.262991 2.853525 -0.1596 -0.2563 0.1982 0.097
H 4.090557 -1.658499 1.788725 0.4584 -0.4556 -0.3440 0.106
N -2.476243 -0.623099 0.367185 -0.1608 -0.1793 3.1611 0.059
C -2.690293 -1.089839 1.696955 0.7918 0.4964 -2.8841 -0.085
C -3.667183 -0.618109 2.516545 -0.2491 0.7883 0.4382 -0.116
C -4.469063 0.409411 2.095375 -0.0753 0.7213 -1.6273 -0.051
C -4.273123 0.890401 0.779955 -1.0079 -0.0462 0.2361 -0.057
C -3.297863 0.386461 -0.046965 1.6716 -2.7157 0.8581 -0.115
H -2.093813 -1.846419 2.185015 0.7013 -0.2282 -1.1174 0.115
H -3.721943 -0.938029 3.546615 -0.0882 -0.3676 -0.0516 0.101
H -5.215773 0.794991 2.773715 -0.1996 0.2419 -0.2389 0.101
H -4.941933 1.547711 0.244195 -0.2598 0.5008 0.6310 0.101
H -3.118203 0.638481 -1.081665 -0.2203 0.4075 0.0300 0.104
```
Forces are in eV/Å.

The HOMO energy (spin up / spin down) comes out at -5.26 / -5.26 eV. The total energy comes out at -75290.958 eV. As for the spin multiplicity: 2. As for the net charge: -1.